The following is a DFT calculation (the ωB97M-V functional and the def2-TZVPD basis) of a molecular structure, C37H35BHfN2O7 at a distorted geometry.

Values from the calculation:
* HOMO energy: -0.27220 Ha
* lowest unoccupied orbital energy: -0.66 eV
* M: 809.00 g/mol
* energy above the lowest of the compared OMol25 structures with the same formula, charge and spin: 278.94 kJ/mol
* maximum force: 0.0527 Eh/bohr

```
83
Properties=species:S:1:pos:R:3:mulliken_charge:R:1
Hf -2.039 1.097 -0.869 1.86
O -2.328 4.528 -0.567 -0.58
C -2.515 3.604 -1.324 0.08
O -3.280 2.579 -1.146 -0.61
C -1.805 3.426 -2.658 0.85
C -2.109 4.175 -3.806 -0.78
C -1.663 3.708 -5.015 -0.66
C -0.824 2.578 -5.055 1.08
C -0.323 2.028 -6.252 -0.82
C 0.577 0.999 -6.217 -0.95
C 1.017 0.469 -4.991 -0.13
C 0.513 0.947 -3.813 -0.09
C -0.450 1.972 -3.821 -0.32
N -1.022 2.361 -2.651 -0.34
H -2.725 5.057 -3.718 0.49
H -1.930 4.202 -5.939 0.46
H -0.673 2.437 -7.189 0.39
H 0.970 0.604 -7.142 0.40
H 1.744 -0.329 -4.982 0.40
H 0.827 0.557 -2.860 0.34
C 5.580 -3.142 -4.280 -1.73
C 4.453 -2.484 -3.534 1.11
C 4.626 -1.183 -3.076 -1.08
C 3.624 -0.547 -2.369 -0.84
C 2.457 -1.219 -2.065 0.33
C 2.267 -2.529 -2.494 0.24
N 1.158 -3.270 -2.111 0.04
C 0.342 -3.018 -1.017 -0.95
C 0.232 -3.960 -0.044 -0.58
C -0.651 -3.834 1.077 -0.78
C -1.430 -2.755 1.233 -1.90
C -1.398 -1.647 0.273 -0.82
C -0.474 -1.780 -0.953 2.43
C -1.091 -1.270 -2.241 -0.12
O -0.739 -1.666 -3.331 -0.61
O -2.072 -0.405 -2.085 -0.87
C 3.262 -3.156 -3.269 0.82
C 3.032 -4.560 -3.756 -2.02
H 6.467 -2.516 -4.243 0.39
H 5.321 -3.301 -5.326 0.35
H 5.827 -4.106 -3.842 0.40
H 5.560 -0.674 -3.259 0.33
H 3.768 0.468 -2.028 0.48
H 1.709 -0.736 -1.466 0.06
H 1.273 -4.260 -2.275 0.32
H 0.811 -4.871 -0.125 0.47
H -0.686 -4.653 1.783 0.39
H -2.150 -2.683 2.034 0.44
H -2.384 -1.230 0.057 0.76
H 2.110 -4.611 -4.336 0.39
H 2.952 -5.262 -2.920 0.38
H 3.850 -4.894 -4.387 0.44
C 0.956 -0.946 1.084 -1.89
C -0.209 -0.717 0.136 2.14
O -0.364 0.596 -0.221 -0.89
H 1.465 -1.881 0.868 0.29
H 0.610 -0.961 2.115 0.40
H 1.664 -0.129 0.964 0.53
C -1.426 3.733 6.645 -1.66
C -1.199 2.216 6.687 2.23
C 0.305 1.914 6.661 -1.66
C -1.779 1.707 8.011 -2.17
C -1.859 1.568 5.478 0.36
C -2.769 0.522 5.617 -0.23
C -3.402 -0.074 4.538 -1.76
C -3.103 0.415 3.286 1.44
O -3.574 0.043 2.066 -0.48
B -2.976 0.855 1.111 0.58
O -2.079 1.714 1.781 -0.60
C -2.180 1.450 3.119 -0.04
C -1.547 2.031 4.198 -1.00
H -0.977 4.194 7.523 0.46
H -2.493 3.948 6.648 0.39
H -0.986 4.186 5.762 0.33
H 0.797 2.390 7.507 0.44
H 0.767 2.280 5.748 0.35
H 0.479 0.842 6.724 0.37
H -1.315 2.240 8.837 0.44
H -1.588 0.647 8.150 0.42
H -2.850 1.890 8.050 0.47
H -3.000 0.138 6.594 0.44
H -4.100 -0.882 4.675 0.48
H -0.839 2.825 4.032 0.48
```



The following is a DFT calculation (the ωB97M-V functional and the def2-TZVPD basis) of 10 unconnected molecules or ions with the total composition C40H99BN9O17 at a distorted geometry.

Values from the calculation:
* HOMO energy: -0.26037 Ha
* lowest unoccupied orbital energy: 2.22 eV
* M: 989.09 g/mol
* charge: -1
* energy above the lowest of the compared OMol25 structures with the same formula, charge and spin: 0.00 kJ/mol
* maximum force: 0.0819 Eh/bohr

```
166
Properties=species:S:1:pos:R:3:mulliken_charge:R:1
O 0.195 -0.958 2.968 -0.66
C 0.416 -1.188 1.821 -0.35
O 0.781 -0.291 0.943 -0.87
B 0.974 -0.897 -0.388 0.68
O 0.735 -2.312 -0.175 0.10
C 0.308 -2.552 1.055 0.53
O 0.007 -3.617 1.523 -0.47
O 2.338 -0.728 -0.886 -0.57
C 2.205 -0.215 -2.159 0.44
O 3.097 0.073 -2.869 -0.38
C 0.703 0.129 -2.429 0.95
O 0.085 -0.199 -1.307 -0.20
O 0.269 0.610 -3.403 -0.65
C 3.339 3.554 -6.850 -1.82
C 3.018 2.673 -5.647 1.12
C 3.133 3.593 -4.444 -0.91
O 1.813 4.196 -4.137 -0.28
C 2.006 5.308 -3.253 -0.77
N 1.852 1.813 -5.820 -0.64
H 3.394 2.964 -7.798 0.39
H 4.179 4.246 -6.768 0.38
H 2.519 4.210 -7.123 0.35
H 3.909 2.056 -5.600 -0.13
H 3.847 4.380 -4.541 0.79
H 3.374 3.049 -3.576 0.08
H 2.652 5.940 -3.875 0.47
H 2.482 4.918 -2.355 0.31
H 1.041 5.743 -3.035 0.09
H 1.754 1.196 -5.020 0.17
H 1.009 2.425 -5.788 0.38
C -5.062 -2.436 2.436 -0.61
C -4.170 -3.594 2.704 1.80
C -3.088 -3.206 3.674 -0.73
O -2.214 -4.293 3.638 -0.36
C -1.185 -4.255 4.638 -0.65
N -4.875 -4.773 3.107 -0.66
H -5.578 -2.421 1.490 0.29
H -4.485 -1.525 2.542 -0.42
H -5.900 -2.443 3.139 0.37
H -3.605 -3.863 1.794 -1.18
H -3.584 -3.076 4.644 0.36
H -2.576 -2.287 3.408 0.29
H -0.486 -5.068 4.497 0.28
H -1.621 -4.331 5.616 0.43
H -0.627 -3.306 4.596 0.03
H -5.654 -4.461 3.732 0.36
H -4.248 -5.302 3.699 0.35
C -1.114 5.591 -0.603 -0.53
C -2.075 5.306 -1.763 0.12
C -1.908 3.853 -2.200 0.63
O -3.111 3.513 -2.926 -0.46
C -3.105 2.223 -3.516 -0.62
N -3.417 5.606 -1.314 -0.80
H -1.058 6.654 -0.353 0.46
H -0.081 5.312 -1.011 -0.03
H -1.283 4.911 0.161 -0.20
H -1.881 5.939 -2.624 0.34
H -1.812 3.144 -1.332 -0.54
H -1.016 3.721 -2.837 0.35
H -4.147 1.959 -3.505 0.32
H -2.507 1.472 -3.012 0.11
H -2.747 2.272 -4.533 0.29
H -4.121 5.341 -2.026 0.37
H -3.630 5.082 -0.516 0.09
C -5.629 1.683 1.810 -1.33
C -4.417 2.605 2.190 0.38
C -3.082 2.131 1.608 0.37
O -2.045 2.957 2.098 -0.49
C -0.751 2.423 1.741 0.57
N -4.661 3.914 1.727 -0.64
H -5.342 0.654 2.077 0.12
H -5.916 1.695 0.743 0.38
H -6.583 1.903 2.362 0.30
H -4.306 2.491 3.272 0.09
H -3.167 2.153 0.505 0.33
H -2.870 1.073 2.004 -0.37
H -0.821 2.312 0.651 -0.05
H -0.780 1.408 2.162 -0.33
H -0.003 3.115 2.083 0.07
H -4.654 4.069 0.754 0.33
H -4.036 4.559 2.153 0.32
C 2.902 -4.803 2.981 -1.12
C 3.779 -4.985 1.700 0.14
C 3.066 -4.594 0.438 0.65
O 3.800 -5.036 -0.741 -0.50
C 3.516 -4.309 -1.907 -0.13
N 5.100 -4.329 1.937 -0.80
H 3.315 -5.379 3.769 0.44
H 1.923 -5.232 2.717 0.15
H 2.780 -3.805 3.323 0.29
H 3.966 -6.039 1.593 0.38
H 2.973 -3.478 0.357 -0.32
H 2.042 -4.994 0.382 -0.03
H 3.706 -3.226 -1.837 0.06
H 2.471 -4.368 -2.165 0.15
H 4.117 -4.778 -2.776 0.13
H 5.619 -4.402 1.057 0.33
H 4.938 -3.338 2.023 0.27
C -1.379 -4.913 -2.031 -1.49
C -2.303 -5.038 -0.760 1.51
C -3.656 -5.451 -1.417 -1.16
O -4.635 -5.646 -0.444 -0.18
C -5.991 -5.679 -0.825 -0.90
N -1.855 -6.213 0.068 -0.81
H -1.382 -5.843 -2.546 0.48
H -0.359 -4.663 -1.740 0.11
H -1.830 -4.195 -2.747 0.39
H -2.399 -4.130 -0.146 -0.28
H -3.520 -6.395 -1.927 0.38
H -3.888 -4.615 -2.077 0.39
H -6.444 -6.167 0.053 0.26
H -6.213 -6.286 -1.722 0.35
H -6.444 -4.708 -0.950 0.30
H -2.502 -6.336 0.844 0.36
H -0.971 -5.928 0.499 0.29
C 5.943 -2.847 -5.185 -1.58
C 5.028 -1.633 -5.004 1.90
C 5.855 -0.326 -4.908 -0.04
O 6.872 -0.397 -3.868 -0.50
C 6.341 -0.111 -2.616 -0.40
N 4.046 -1.515 -6.019 -0.76
H 6.757 -2.803 -4.482 0.31
H 6.224 -2.966 -6.242 0.39
H 5.326 -3.729 -4.959 0.34
H 4.485 -1.764 -4.088 -0.82
H 5.180 0.529 -4.643 -0.26
H 6.340 -0.005 -5.857 0.42
H 5.478 -0.777 -2.322 -0.02
H 5.912 0.860 -2.641 0.22
H 7.149 -0.038 -1.923 0.46
H 3.403 -0.775 -5.790 0.25
H 4.449 -1.152 -6.922 0.32
C -0.790 0.980 6.738 -1.69
C -1.979 0.163 6.125 0.15
C -2.464 0.915 4.847 -0.15
O -3.589 0.288 4.256 0.46
C -4.750 0.267 4.986 -1.03
N -1.485 -1.215 5.880 -0.51
H -0.447 0.379 7.572 0.40
H -1.010 2.002 7.007 0.44
H -0.095 1.088 5.911 0.28
H -2.855 -0.032 6.736 0.57
H -1.734 0.789 4.062 -0.37
H -2.621 1.982 4.892 0.52
H -4.772 0.926 5.895 0.36
H -4.916 -0.771 5.378 0.23
H -5.702 0.454 4.380 0.18
H -2.238 -1.823 5.528 0.15
H -0.732 -1.271 5.222 0.29
C 1.833 5.836 2.878 -0.96
C 3.046 5.520 2.063 0.36
C 3.012 4.183 1.339 -0.76
O 1.998 4.174 0.401 0.07
C 2.008 2.930 -0.292 -1.60
N 3.432 6.491 1.069 -0.73
H 0.949 5.838 2.185 0.07
H 2.020 6.756 3.465 0.42
H 1.640 4.973 3.655 0.20
H 3.897 5.403 2.770 0.27
H 2.855 3.329 2.071 0.27
H 3.957 4.007 0.897 0.38
H 1.109 2.861 -0.810 0.07
H 1.945 2.061 0.314 0.88
H 2.869 2.844 -0.986 0.56
H 2.883 6.473 0.182 0.21
H 3.296 7.427 1.428 0.30
```



The following is a DFT calculation (the ωB97M-V functional and the def2-TZVPD basis) of a molecular structure, C3H4IrO4 at a distorted geometry.

Values from the calculation:
* HOMO energy (spin up / spin down): -0.31950 / -0.36041 Ha
* lowest unoccupied orbital energy (spin up / spin down): 0.35 / -3.16 eV
* multiplicity: 6
* M: 296.28 g/mol
* expectation value of S²: 8.761
* energy above the lowest of the compared OMol25 structures with the same formula, charge and spin: 36.09 kJ/mol
* maximum force: 0.1672 Eh/bohr

```
12
Properties=species:S:1:pos:R:3:mulliken_charge:R:1
O 0.118 0.219 -2.382 -0.59
O -1.169 0.586 -0.304 -0.48
C -0.774 0.539 1.031 -0.25
C 0.743 0.253 1.018 -0.37
O 1.114 0.295 -0.348 -0.42
C 0.059 -0.217 -1.140 0.95
H -0.991 1.499 1.534 0.28
H -1.279 -0.286 1.571 0.22
H 0.951 -0.751 1.424 0.24
H 1.317 1.014 1.564 0.28
O -0.051 -1.542 -1.045 -0.60
Ir -0.036 -1.609 -2.923 0.74
```



What did the third record say?
The following is a DFT calculation (the ωB97M-V functional and the def2-TZVPD basis) of a molecular structure, C3H4IrO4 at a distorted geometry.

Values from the calculation:
* HOMO energy (spin up / spin down): -0.31950 / -0.36041 Ha
* lowest unoccupied orbital energy (spin up / spin down): 0.35 / -3.16 eV
* multiplicity: 6
* M: 296.28 g/mol
* expectation value of S²: 8.761
* energy above the lowest of the compared OMol25 structures with the same formula, charge and spin: 36.09 kJ/mol
* maximum force: 0.1672 Eh/bohr

```
12
Properties=species:S:1:pos:R:3:mulliken_charge:R:1
O 0.118 0.219 -2.382 -0.59
O -1.169 0.586 -0.304 -0.48
C -0.774 0.539 1.031 -0.25
C 0.743 0.253 1.018 -0.37
O 1.114 0.295 -0.348 -0.42
C 0.059 -0.217 -1.140 0.95
H -0.991 1.499 1.534 0.28
H -1.279 -0.286 1.571 0.22
H 0.951 -0.751 1.424 0.24
H 1.317 1.014 1.564 0.28
O -0.051 -1.542 -1.045 -0.60
Ir -0.036 -1.609 -2.923 0.74
```



- What is the maximum force in the third record?
  0.1672 Eh/bohr



- Which of these has the lowest maximum force?
  C37H35BHfN2O7